C6H26BCsN8O5 as an isolated structure. Source: OMol25; level of theory: ωB97M-V/def2-TZVPD.

The geometry in XYZ format:
```
47
Properties=species:S:1:pos:R:3:forces:R:3:nbo_charge:R:1
Cs 3.1045 -1.4458 -1.4315 -0.11 0.25 0.01 0.99
O 1.4410 2.9822 -3.2333 0.16 -0.14 -0.23 -0.64
O -2.2590 -5.1145 2.6094 0.27 -0.03 -0.24 -0.68
O 3.3204 1.4639 3.5892 -0.12 0.07 -0.02 -0.67
O -3.9788 1.3100 2.5187 0.05 0.24 -0.15 -0.67
O -1.3116 -0.7123 -2.9798 0.00 -0.11 -0.35 -0.75
N 3.4508 3.7225 -2.4642 -0.35 -0.63 0.48 -0.84
N -0.9500 -3.3306 3.0233 0.14 -0.18 -0.29 -0.86
N -3.0459 -0.4799 1.4835 -0.40 0.45 0.29 -0.86
N -1.8029 -3.7009 0.8870 0.56 0.16 0.57 -0.87
N 2.0985 2.3454 -1.1507 0.46 -0.01 -0.61 -0.89
N -2.1950 1.6325 1.1192 -0.36 0.33 0.17 -0.86
N 1.7148 -0.1181 3.8967 -0.23 -0.13 -0.33 -0.84
N 2.0228 0.8475 1.8349 0.08 -0.09 -0.37 -0.89
C -0.8620 0.6226 -4.9083 0.52 1.08 -0.86 -0.63
C -0.4096 0.2532 -3.5363 -0.76 -0.55 1.29 -0.05
C 2.4045 0.7885 3.1492 0.36 -0.09 0.18 0.77
C 2.2847 3.0216 -2.3650 -0.45 0.22 0.18 0.77
C -3.1353 0.8607 1.7641 0.38 -0.83 -0.15 0.78
C -1.6747 -4.1280 2.1784 -0.96 -0.14 0.33 0.77
B -0.0030 -1.0842 0.2306 0.13 0.04 -0.18 -0.74
H -0.9866 -3.6171 3.9829 0.17 0.15 0.06 0.41
H 1.8789 -0.1827 4.8824 0.09 0.06 0.00 0.41
H 0.2876 0.0424 -0.0201 -0.09 0.73 -0.46 -0.06
H -0.4397 -2.5251 2.7083 -0.12 -0.03 0.08 0.39
H 0.6003 -0.1817 -3.5060 0.14 0.21 -0.33 0.11
H -3.7529 -1.0331 1.9320 0.14 -0.26 -0.10 0.41
H 2.5234 1.4853 1.2515 0.11 0.12 0.19 0.37
H -2.3349 -4.2876 0.2731 0.04 0.10 -0.12 0.41
H 0.8685 -1.7730 -0.1544 0.72 -0.74 -0.01 -0.08
H -1.3147 -2.8658 0.5869 -0.27 -0.45 -0.27 0.41
H -0.1146 1.3059 -5.3358 0.13 -0.32 -0.03 0.22
H -1.1059 -0.8596 -2.0473 0.02 0.15 -0.06 0.49
H -2.3310 -0.8939 0.9095 -0.17 0.08 0.06 0.41
H 1.2546 0.3478 1.4097 -0.05 -0.02 0.31 0.43
H 4.0450 3.7432 -1.6557 0.41 0.30 -0.39 0.39
H -1.7487 1.2577 -4.9273 -0.29 -0.42 0.37 0.22
H -0.1359 -1.1896 1.4069 -0.06 -0.06 0.59 -0.04
H -0.4265 1.1327 -2.8875 0.28 0.12 -0.18 0.18
H -0.9565 -1.4744 -0.3606 -0.61 0.21 -0.25 -0.04
H 2.6721 2.6510 -0.3812 -0.30 0.14 0.14 0.37
H 1.1173 2.1983 -0.9696 0.02 -0.07 0.28 0.42
H -0.9951 -0.2112 -5.5938 -0.01 -0.17 0.17 0.21
H 3.6961 4.0977 -3.3597 0.17 0.18 0.07 0.42
H -1.3693 1.2189 0.7205 -0.02 -0.02 0.07 0.39
H 1.0213 -0.6993 3.4586 -0.07 0.07 0.19 0.39
H -2.1670 2.5766 1.4613 0.22 0.04 -0.09 0.40
```
Positions in Å, forces in eV/Å.

For the strongest force on any atom, the calculation gives 1.60 eV Å⁻¹. For the HOMO-LUMO gap, the calculation gives 7.94 eV.